Record 1
Formula: C16H17N3O2S
Source: the OMol25 dataset
Level of theory: the ωB97M-V functional and the def2-TZVPD basis

Computed properties:
structure (SMILES): CCCCCOc1ccc(/C=c2\sc3ncnn3c2=O)cc1
gap between HOMO and LUMO: 7.58 eV
total charge: 0
ΔE to the lowest compared entry with this formula, charge and spin: 219.5 kJ/mol
HOMO energy: -8.3 eV

Cartesian coordinates (Å):
C: 6.23613 0.98895 -0.02194
C: 5.57392 0.69570 1.31890
C: 4.05976 0.49801 1.23526
C: 3.63156 -0.73368 0.42586
C: 3.22075 -0.37948 -1.00611
O: 2.10827 0.49775 -1.04439
C: 0.86451 0.04060 -0.80871
C: -0.13990 1.01893 -0.77348
C: -1.45197 0.68094 -0.56087
C: -1.82882 -0.65796 -0.37229
C: -3.17403 -1.09218 -0.14625
C: -4.33651 -0.40429 -0.08110
S: -4.59876 1.33959 -0.26045
C: -6.28478 1.10783 -0.02714
N: -7.34326 1.87017 0.00814
C: -8.33959 0.97316 0.23991
N: -7.95660 -0.27007 0.34623
N: -6.62510 -0.20158 0.17560
C: -5.59613 -1.13544 0.16425
O: -5.71287 -2.32230 0.32451
C: -0.81735 -1.62825 -0.41163
C: 0.50171 -1.29569 -0.62374
H: 5.75936 1.83910 -0.50493
H: 7.28736 1.22682 0.12507
H: 6.17724 0.12966 -0.68557
H: 6.02763 -0.19591 1.75843
H: 5.76941 1.52992 1.99652
H: 3.59918 1.38608 0.79801
H: 3.67885 0.40266 2.25413
H: 4.44452 -1.45996 0.38361
H: 2.78348 -1.21232 0.91935
H: 3.01823 -1.28623 -1.58866
H: 4.01540 0.18021 -1.50258
H: 0.15098 2.04701 -0.92005
H: -2.19633 1.45984 -0.53719
H: -3.30181 -2.16145 -0.00343
H: -9.36363 1.27206 0.32771
H: -1.08074 -2.66659 -0.27212
H: 1.23994 -2.08160 -0.64886

Atom charges from the Mulliken analysis, given in e for atoms 1 to 4: atom 1 (C): -1.146, atom 2 (C): -0.473, atom 3 (C): -0.730, atom 4 (C): -0.490



Record 2
Formula: C30H31N4PPdS3
Source: the OMol25 dataset
Level of theory: the ωB97M-V functional and the def2-TZVPD basis

Computed properties:
gap between HOMO and LUMO: 6.42 eV
total charge: 0
ΔE to the lowest compared entry with this formula, charge and spin: 189.3 kJ/mol
HOMO energy: -7.3 eV

Cartesian coordinates (Å):
Pd: 0.39262 0.16848 0.99548
S: -0.66809 -0.75796 3.08815
C: -1.29810 -1.95254 2.03960
N: -1.14750 -1.94878 0.74965
C: -1.81010 -3.01309 0.14296
C: -1.90329 -3.23609 -1.23135
C: -2.60086 -4.34265 -1.68803
C: -3.21028 -5.23084 -0.79792
C: -3.14454 -5.01086 0.56953
C: -2.44778 -3.89689 1.02516
S: -2.23238 -3.31627 2.65313
H: -1.44501 -2.53007 -1.91734
H: -2.68383 -4.51786 -2.75516
H: -3.74831 -6.08906 -1.18032
H: -3.63140 -5.68122 1.26829
N: -1.27569 1.29602 0.90204
P: -0.92174 1.89198 -0.51798
C: 0.80759 2.50363 -0.51223
C: 1.24333 3.00078 0.72218
C: 2.53358 3.49776 0.86294
C: 3.39738 3.49226 -0.21928
C: 2.97130 3.00663 -1.45222
C: 1.68340 2.51738 -1.60182
C: -1.93299 3.32634 -0.93870
C: -1.56866 4.19092 -1.96529
C: -2.36474 5.29078 -2.25317
C: -3.51954 5.52825 -1.51469
C: -3.87907 4.66924 -0.48628
C: -3.08413 3.56626 -0.19342
C: -1.00041 0.85162 -2.03214
C: 0.00370 -0.07426 -2.33034
C: -0.04784 -0.82632 -3.49586
C: -1.12171 -0.68675 -4.36677
C: -2.14553 0.19866 -4.06189
C: -2.07934 0.97092 -2.90788
H: 0.55242 2.99707 1.55260
H: 2.86277 3.87864 1.82172
H: 4.40666 3.87093 -0.10939
H: 3.64826 3.00226 -2.29843
H: 1.36576 2.13003 -2.56030
H: -0.66777 4.00891 -2.54113
H: -2.08127 5.96424 -3.05334
H: -4.13404 6.39167 -1.74207
H: -4.77640 4.85674 0.09077
H: -3.33865 2.88653 0.61175
H: 0.84069 -0.20763 -1.66078
H: 0.74934 -1.52549 -3.72171
H: -1.15901 -1.26919 -5.28116
H: -2.99453 0.29858 -4.72830
H: -2.87658 1.67025 -2.68690
C: 2.10485 -3.12861 0.42655
N: 2.21880 -2.54970 1.76126
C: 1.69209 -3.39929 2.83056
C: 2.48404 -1.24331 1.93726
S: 2.76916 -0.20322 0.59645
N: 2.78118 -0.83891 3.21113
C: 3.69127 -1.62390 4.03953
C: 2.77058 0.56711 3.56522
H: 2.22787 -4.20719 0.51633
H: 2.87461 -2.73239 -0.22675
H: 1.12730 -2.91171 -0.00386
H: 0.79855 -3.90675 2.46548
H: 1.40769 -2.79663 3.68562
H: 2.42074 -4.15709 3.12839
H: 3.94611 -2.56130 3.55937
H: 3.25942 -1.83109 5.02052
H: 4.61927 -1.06107 4.18099
H: 1.91882 1.06214 3.12854
H: 3.68139 1.07625 3.23424
H: 2.68857 0.63671 4.65077

Atom charges from the Mulliken analysis, given in e for atoms 1 to 4: atom 1 (Pd): -0.069, atom 2 (S): -0.245, atom 3 (C): 0.165, atom 4 (N): 0.498



HOMO energy of number 1 (C16H17N3O2S)?
-8.3 eV



What did the second record say?
Formula: C30H31N4PPdS3
Source: the OMol25 dataset
Level of theory: the ωB97M-V functional and the def2-TZVPD basis

Computed properties:
gap between HOMO and LUMO: 6.42 eV
total charge: 0
ΔE to the lowest compared entry with this formula, charge and spin: 189.3 kJ/mol
HOMO energy: -7.3 eV

Cartesian coordinates (Å):
Pd: 0.39262 0.16848 0.99548
S: -0.66809 -0.75796 3.08815
C: -1.29810 -1.95254 2.03960
N: -1.14750 -1.94878 0.74965
C: -1.81010 -3.01309 0.14296
C: -1.90329 -3.23609 -1.23135
C: -2.60086 -4.34265 -1.68803
C: -3.21028 -5.23084 -0.79792
C: -3.14454 -5.01086 0.56953
C: -2.44778 -3.89689 1.02516
S: -2.23238 -3.31627 2.65313
H: -1.44501 -2.53007 -1.91734
H: -2.68383 -4.51786 -2.75516
H: -3.74831 -6.08906 -1.18032
H: -3.63140 -5.68122 1.26829
N: -1.27569 1.29602 0.90204
P: -0.92174 1.89198 -0.51798
C: 0.80759 2.50363 -0.51223
C: 1.24333 3.00078 0.72218
C: 2.53358 3.49776 0.86294
C: 3.39738 3.49226 -0.21928
C: 2.97130 3.00663 -1.45222
C: 1.68340 2.51738 -1.60182
C: -1.93299 3.32634 -0.93870
C: -1.56866 4.19092 -1.96529
C: -2.36474 5.29078 -2.25317
C: -3.51954 5.52825 -1.51469
C: -3.87907 4.66924 -0.48628
C: -3.08413 3.56626 -0.19342
C: -1.00041 0.85162 -2.03214
C: 0.00370 -0.07426 -2.33034
C: -0.04784 -0.82632 -3.49586
C: -1.12171 -0.68675 -4.36677
C: -2.14553 0.19866 -4.06189
C: -2.07934 0.97092 -2.90788
H: 0.55242 2.99707 1.55260
H: 2.86277 3.87864 1.82172
H: 4.40666 3.87093 -0.10939
H: 3.64826 3.00226 -2.29843
H: 1.36576 2.13003 -2.56030
H: -0.66777 4.00891 -2.54113
H: -2.08127 5.96424 -3.05334
H: -4.13404 6.39167 -1.74207
H: -4.77640 4.85674 0.09077
H: -3.33865 2.88653 0.61175
H: 0.84069 -0.20763 -1.66078
H: 0.74934 -1.52549 -3.72171
H: -1.15901 -1.26919 -5.28116
H: -2.99453 0.29858 -4.72830
H: -2.87658 1.67025 -2.68690
C: 2.10485 -3.12861 0.42655
N: 2.21880 -2.54970 1.76126
C: 1.69209 -3.39929 2.83056
C: 2.48404 -1.24331 1.93726
S: 2.76916 -0.20322 0.59645
N: 2.78118 -0.83891 3.21113
C: 3.69127 -1.62390 4.03953
C: 2.77058 0.56711 3.56522
H: 2.22787 -4.20719 0.51633
H: 2.87461 -2.73239 -0.22675
H: 1.12730 -2.91171 -0.00386
H: 0.79855 -3.90675 2.46548
H: 1.40769 -2.79663 3.68562
H: 2.42074 -4.15709 3.12839
H: 3.94611 -2.56130 3.55937
H: 3.25942 -1.83109 5.02052
H: 4.61927 -1.06107 4.18099
H: 1.91882 1.06214 3.12854
H: 3.68139 1.07625 3.23424
H: 2.68857 0.63671 4.65077

Atom charges from the Mulliken analysis, given in e for atoms 1 to 4: atom 1 (Pd): -0.069, atom 2 (S): -0.245, atom 3 (C): 0.165, atom 4 (N): 0.498